No. 1
DFT (ωB97M-V/def2-TZVPD) results for 2 unconnected molecules or ions with the total composition C3H5N5O2.

Calculated values
**Total energy**: -14734.29687 eV
**Energy relative to the best compared isomer or geometry (same formula, charge and spin)**: 52.55 kcal/mol
**2S+1**: 1
**Molar mass**: 143.1 g mol⁻¹
**F_max**: 5.309 eV/A

Last column: Mulliken charge in e.
CARTESIAN COORDINATES (ANGSTROEM)
C  -0.34411  -1.39118  1.77857  -0.250
C  0.97038  2.12786  -0.25100  0.215
C  0.93815  0.01229  -1.27133  -0.129
N  -2.20707  -0.54872  0.71443  -0.199
N  -1.05567  -1.41501  0.65551  0.073
N  -1.01778  -0.46443  2.47282  0.139
N  -2.13137  0.02333  1.81742  -0.230
N  0.87320  -0.78755  -2.16487  -0.542
O  1.80637  1.73771  0.46884  -0.448
O  0.50747  1.33585  -1.27583  -0.370
H  0.44652  3.04990  -0.38044  0.382
H  1.45169  -0.22904  -0.38037  0.612
H  0.35309  -0.43289  -3.01240  0.282
H  -1.06912  -2.13953  -0.06625  0.263
H  -0.90126  -0.26027  3.42709  0.201

***

No. 2
DFT (ωB97M-V/def2-TZVPD) results for a molecular structure, C4H6Br2S.

Calculated values
**Total energy**: -155161.42157 eV
**Energy relative to the best compared isomer or geometry (same formula, charge and spin)**: 100.17 kcal/mol
**2S+1**: 1
**Molar mass**: 246.0 g mol⁻¹
**F_max**: 2.668 eV/A

Last column: Mulliken charge in e.
CARTESIAN COORDINATES (ANGSTROEM)
C  -0.08302  1.67606  -1.33395  -0.437
C  -0.36601  1.00228  -0.26305  0.173
C  -1.57931  -1.22308  0.65668  -0.661
C  1.71936  -0.19846  0.52389  -0.457
S  -1.61257  0.60270  0.78285  -0.058
Br  3.06092  1.06920  0.06148  -0.102
Br  1.91255  -1.88950  -0.30917  -0.077
H  -0.84780  2.14747  -1.94052  0.286
H  0.93034  1.78819  -1.69013  0.167
H  -2.60172  -1.56356  0.53191  0.341
H  -1.16306  -1.62671  1.57493  0.266
H  -0.97179  -1.50773  -0.19313  0.169
H  1.60211  -0.27686  1.59822  0.391

***

No. 3
DFT (ωB97M-V/def2-TZVPD) results for 2 unconnected molecules or ions with the total composition C4H11NO2.

Calculated values
**Total energy**: -9911.67756 eV
**Energy relative to the best compared isomer or geometry (same formula, charge and spin)**: 13.01 kcal/mol
**2S+1**: 1
**Molar mass**: 105.1 g mol⁻¹
**F_max**: 2.229 eV/A

Last column: Mulliken charge in e.
CARTESIAN COORDINATES (ANGSTROEM)
N  -1.25922  -0.29278  -1.31622  -0.432
C  0.11818  -0.05183  -1.34633  0.309
C  0.84124  -0.28142  -0.05915  0.674
C  0.09347  0.15089  1.21242  -1.214
C  1.40684  -1.71022  0.05706  -1.384
O  0.60462  0.24431  -2.41712  -0.618
H  -1.63139  -0.99296  -0.68227  0.209
H  -1.77582  -0.33877  -2.17809  0.249
H  1.72251  0.34557  -0.07292  0.215
H  0.52861  -0.23777  2.12939  0.392
H  0.10533  1.22655  1.31566  0.246
H  -0.95226  -0.09576  1.04067  0.326
H  0.59262  -2.33658  0.43142  0.308
H  2.25703  -1.71196  0.73270  0.366
H  1.74137  -2.12626  -0.89424  0.366
H  -1.39500  2.83244  1.48934  0.329
H  -1.85137  2.52259  -0.00397  0.320
O  -1.14674  2.85398  0.56167  -0.661

***

No. 4
DFT (ωB97M-V/def2-TZVPD) results for 2 unconnected molecules or ions with the total composition CH4IN2.

Calculated values
**Charge**: +1
**Total energy**: -12170.86327 eV
**Energy relative to the best compared isomer or geometry (same formula, charge and spin)**: 116.74 kcal/mol
**2S+1**: 1
**Molar mass**: 171.0 g mol⁻¹
**F_max**: 3.272 eV/A

Last column: Mulliken charge in e.
CARTESIAN COORDINATES (ANGSTROEM)
C  -0.60562  -0.30926  0.15697  0.051
N  -0.04147  -1.44928  0.17709  -0.166
N  1.05803  1.52199  0.13809  -0.419
I  -2.60565  0.33292  -0.01396  0.408
H  0.95797  -1.45824  0.14852  0.300
H  -0.50274  -2.30254  0.17889  0.229
H  0.32985  2.24875  0.04798  0.290
H  1.40963  1.41566  -0.83357  0.308

***

No. 5
DFT (ωB97M-V/def2-TZVPD) results for a molecular structure, C3H6N4.

Calculated values
**Total energy**: -9165.55561 eV
**Energy relative to the best compared isomer or geometry (same formula, charge and spin)**: 76.11 kcal/mol
**2S+1**: 1
**Molar mass**: 98.1 g mol⁻¹
**F_max**: 3.389 eV/A

Last column: Mulliken charge in e.
CARTESIAN COORDINATES (ANGSTROEM)
C  -0.51578  0.21931  0.50939  0.242
C  0.61382  -0.63748  0.02846  0.160
N  -0.26902  1.64038  0.50614  -0.679
N  1.88500  -0.21847  0.09942  -0.357
N  0.12741  -1.41840  -0.89155  -0.598
C  -1.54312  -0.54759  -0.55885  0.176
N  -2.62394  -0.72782  -0.96084  -0.608
H  -0.86012  -0.15561  1.47535  0.332
H  -0.96262  2.13588  1.05239  0.263
H  -0.30440  2.01737  -0.43510  0.241
H  2.58120  -0.62564  -0.50303  0.275
H  2.04101  0.70355  0.47664  0.257
H  -0.16946  -2.38547  -0.79843  0.299

***

No. 6
DFT (ωB97M-V/def2-TZVPD) results for 2 unconnected molecules or ions with the total composition C3H9O2P.

Calculated values
**Total energy**: -16637.72847 eV
**Energy relative to the best compared isomer or geometry (same formula, charge and spin)**: 75.90 kcal/mol
**2S+1**: 1
**Molar mass**: 108.1 g mol⁻¹
**F_max**: 4.139 eV/A

Last column: Mulliken charge in e.
CARTESIAN COORDINATES (ANGSTROEM)
C  0.89449  -1.93000  1.58658  -1.103
C  -0.79567  2.39768  -1.58741  -0.573
C  0.93836  -0.95224  0.42040  -0.301
O  -1.76940  0.64409  0.66954  -0.559
O  0.31482  1.53527  -1.51961  -0.565
P  -0.67708  -0.07153  -0.07010  0.650
H  1.79715  -2.53944  1.78845  0.341
H  0.63541  -1.40522  2.55246  0.303
H  0.14424  -2.72049  1.49520  0.335
H  -0.45661  3.41401  -1.56919  0.298
H  -1.28215  2.33168  -0.50198  0.208
H  -1.42800  1.87107  -2.30066  0.278
H  1.08694  -1.52110  -0.49498  0.298
H  1.70993  -0.07489  0.56031  0.305
H  -1.11243  -0.97888  -1.02900  0.086